No. 1
Density functional theory data (the ωB97M-V functional and the def2-TZVPD basis) for the ion C5H9N2Si with charge +1 at a distorted geometry.

The highest occupied orbital energy comes out at -12.4 eV. For the energy, the calculation gives -16175.9076 eV. Its net charge is +1. The energy above the lowest of the compared OMol25 structures with the same formula, charge and spin comes out at 505.8 kJ/mol.

CARTESIAN COORDINATES (ANGSTROEM)
C1 -1.976 -1.233 0.151
C2 -2.424 0.193 0.138
C3 -0.677 -1.686 0.355
C4 -1.665 1.131 -0.319
C5 1.023 0.086 0.420
N1 0.584 -1.150 0.289
N2 -0.962 2.115 -0.757
Si1 2.849 0.446 0.151
H1 -2.573 -2.062 0.258
H2 -3.498 0.441 0.371
H3 -0.809 -2.782 0.588
H4 1.294 -2.008 0.301
H5 -0.917 2.431 -1.735
H6 -0.065 2.200 -0.103
H7 3.802 0.262 1.253
H8 2.705 1.920 -0.315
H9 3.310 -0.303 -1.048

Cartesian forces, eV/Å:
C 4.38 1.94 0.95
C -0.93 -1.04 -0.63
C -4.52 -1.05 -0.38
C 0.43 1.80 -1.27
C -1.29 -0.54 -0.17
N 3.53 -1.82 0.83
N 1.42 -1.73 2.39
Si 0.07 1.46 -1.08
H -2.35 -0.92 0.10
H 1.29 -0.11 0.13
H 1.38 1.16 -0.46
H -1.50 2.10 -0.28
H -0.21 -0.32 0.53
H -1.83 0.24 -1.55
H -0.20 0.01 0.23
H 0.42 -1.02 0.50
H -0.09 -0.14 0.17



No. 2
Density functional theory data (the ωB97M-V functional and the def2-TZVPD basis) for an isolated molecule of C5H9N3 at a distorted geometry.

The highest occupied orbital energy comes out at -8.7 eV. For the energy, the calculation gives -9796.3013 eV. As for the structure (SMILES): [H]/N=C1/CN2CC(C2)N1. The energy above the lowest of the compared OMol25 structures with the same formula, charge and spin comes out at 498.4 kJ/mol.

CARTESIAN COORDINATES (ANGSTROEM)
H1 0.118 -0.430 -3.249
N1 0.559 -0.933 -2.314
C1 -0.004 -0.706 -1.117
C2 0.936 -1.086 0.159
N2 0.768 -0.054 1.150
C3 0.523 1.277 0.733
C4 -0.856 0.924 0.383
C5 -0.823 -0.298 1.366
N3 -1.024 0.267 -0.963
H2 1.959 -1.232 -0.132
H3 0.825 -2.087 0.734
H4 0.870 2.080 1.410
H5 0.989 1.571 -0.235
H6 -1.839 1.505 0.648
H7 -0.851 -1.468 1.011
H8 -1.164 -0.186 2.384
H9 -0.984 0.857 -1.967

Cartesian forces, eV/Å:
H 0.78 -1.32 3.40
N -2.07 0.75 0.65
C 2.90 0.44 -3.87
C -0.02 -0.95 -0.26
N -0.81 -3.01 2.80
C 1.60 2.16 -2.66
C -6.66 -0.53 0.43
C 3.31 -1.92 -1.06
N 1.32 1.07 -1.92
H 0.49 0.69 -0.97
H -0.64 1.46 -1.30
H -0.91 -0.63 0.23
H 0.44 -0.25 0.46
H 2.09 -0.21 -0.98
H -1.48 3.35 0.89
H -0.05 0.35 0.20
H -0.29 -1.47 3.96



No. 3
Density functional theory data (the ωB97M-V functional and the def2-TZVPD basis) for an isolated molecule of C5H9N3 at a distorted geometry.

The highest occupied orbital energy comes out at -8.0 eV. For the energy, the calculation gives -9795.7728 eV. As for the structure (SMILES): C/N=C\N1CCC=N1. The energy above the lowest of the compared OMol25 structures with the same formula, charge and spin comes out at 549.4 kJ/mol.

CARTESIAN COORDINATES (ANGSTROEM)
C1 1.783 1.477 -0.824
N1 0.369 1.901 -1.277
C2 -0.577 0.985 -1.056
N2 -0.346 -0.150 -0.418
C3 -1.484 -0.704 0.427
C4 -1.010 -1.535 1.441
C5 0.444 -1.230 1.277
N3 0.852 -0.618 0.156
H1 1.619 1.341 0.303
H2 1.852 0.389 -1.380
H3 2.734 2.353 -0.898
H4 -1.573 1.108 -1.421
H5 -2.327 -1.242 -0.287
H6 -1.938 0.038 1.087
H7 -1.252 -2.587 1.352
H8 -1.339 -1.452 2.447
H9 1.164 -1.837 1.975

Cartesian forces, eV/Å:
C -0.50 0.30 0.00
N -1.04 -1.44 -0.11
C 4.77 4.26 -1.04
N -1.61 -4.16 2.31
C -4.97 1.84 -4.19
C 2.85 -3.14 1.45
C 3.66 -1.90 -0.68
N -2.65 -1.71 4.28
H 1.04 -0.04 -1.66
H 1.27 3.25 1.47
H -3.21 -2.64 -0.55
H -0.53 0.32 -0.04
H 2.07 1.70 1.72
H -0.50 1.21 -1.40
H 0.67 -0.72 -0.78
H -0.46 1.27 0.98
H -0.87 1.62 -1.75



No. 4
Density functional theory data (the ωB97M-V functional and the def2-TZVPD basis) for an isolated molecule of C5H9N3 at a distorted geometry.

The highest occupied orbital energy comes out at -8.5 eV. For the energy, the calculation gives -9798.3259 eV. As for the structure (SMILES): CN1C[C@@H]2NN=C[C@@H]21. The energy above the lowest of the compared OMol25 structures with the same formula, charge and spin comes out at 303.1 kJ/mol.

CARTESIAN COORDINATES (ANGSTROEM)
C1 -1.986 0.884 0.362
N1 -1.037 -0.054 -0.266
C2 0.040 0.668 -1.037
C3 0.978 0.336 0.122
N2 2.278 -0.367 -0.109
N3 1.901 -1.772 -0.106
C4 0.662 -1.932 0.273
C5 -0.012 -0.615 0.672
H1 -2.623 1.344 -0.371
H2 -2.598 0.379 1.097
H3 -1.533 1.764 0.827
H4 -0.166 1.698 -1.240
H5 0.411 0.095 -1.922
H6 1.152 1.281 0.709
H7 2.594 -0.199 -1.025
H8 0.315 -2.972 0.345
H9 -0.375 -0.538 1.668

Cartesian forces, eV/Å:
C 0.71 -0.20 -0.12
N -0.87 0.03 -0.70
C 0.47 -2.18 0.23
C 2.73 3.03 0.72
N -2.43 -1.23 1.62
N -1.57 0.35 0.06
C 2.00 0.33 -0.11
C -0.86 -0.37 -1.20
H -0.47 -0.26 -0.65
H -0.13 -0.19 0.11
H 0.51 -0.06 0.44
H -0.05 0.57 -0.25
H -0.85 0.56 0.21
H 0.01 -1.10 -0.20
H 0.79 0.28 -1.31
H -0.13 0.69 0.06
H 0.15 -0.23 1.11



No. 5
Density functional theory data (the ωB97M-V functional and the def2-TZVPD basis) for a structure of composition C5H9N3 at a distorted geometry.

The highest occupied orbital energy comes out at -8.8 eV. For the energy, the calculation gives -9794.4726 eV. The energy above the lowest of the compared OMol25 structures with the same formula, charge and spin comes out at 674.8 kJ/mol.

CARTESIAN COORDINATES (ANGSTROEM)
C1 0.401 1.131 -0.218
C2 -1.280 0.997 -0.603
C3 -0.879 -1.072 0.736
C4 0.392 -1.286 -0.160
C5 1.925 -0.926 -0.082
H1 0.496 2.524 0.776
H2 -1.594 1.999 0.047
H3 -1.465 1.315 -1.557
H4 -2.724 -0.337 -0.151
H5 -0.159 -0.498 1.567
H6 -1.304 -2.018 0.958
H7 0.354 -2.193 -0.736
H8 2.518 0.157 0.640
H9 2.873 -1.334 -0.582
N1 1.125 1.925 0.515
N2 -1.662 -0.283 -0.178
N3 0.983 -0.102 -0.973

Cartesian forces, eV/Å:
C 0.75 -2.43 -1.96
C 4.34 4.02 5.75
C 5.53 3.15 -0.22
C 2.80 -0.19 -1.33
C 1.41 5.55 1.26
H -4.21 5.26 2.62
H -0.15 -2.43 -0.91
H -0.31 -0.02 -2.73
H 2.12 -0.32 0.41
H -3.21 -1.06 -0.68
H -0.44 -0.42 0.62
H -0.38 -0.11 -0.69
H -2.19 -3.88 -1.26
H -2.24 -0.25 0.47
N 1.57 -6.29 -4.20
N -4.04 -0.34 -0.11
N -1.37 -0.25 2.97



No. 6
Density functional theory data (the ωB97M-V functional and the def2-TZVPD basis) for an isolated molecule of C5H9N3 at a distorted geometry.

The highest occupied orbital energy comes out at -9.8 eV. For the energy, the calculation gives -9799.7846 eV. As for the structure (SMILES): CC1=N[C@@](C)(N)N=C1. The energy above the lowest of the compared OMol25 structures with the same formula, charge and spin comes out at 162.3 kJ/mol.

CARTESIAN COORDINATES (ANGSTROEM)
C1 -2.580 0.500 0.475
C2 -1.201 0.050 0.180
N1 -0.272 0.785 -0.330
C3 0.876 -0.051 -0.325
C4 1.849 0.227 -1.444
N2 1.424 0.162 1.321
N3 0.477 -1.416 -0.234
C5 -0.697 -1.340 0.284
H1 -2.842 0.240 1.495
H2 -3.289 0.004 -0.207
H3 -2.659 1.577 0.347
H4 1.359 0.079 -2.408
H5 2.691 -0.462 -1.372
H6 2.182 1.262 -1.376
H7 2.177 -0.505 1.496
H8 1.775 1.099 1.528
H9 -1.270 -2.212 0.570

Cartesian forces, eV/Å:
C -0.12 -0.01 -0.31
C 0.47 0.62 -0.70
N -1.23 0.36 1.17
C 1.88 0.81 1.96
C 0.17 0.09 0.51
N -0.67 -0.52 -2.41
N -0.65 -0.98 1.56
C 0.29 -0.47 -1.23
H -0.15 -0.07 0.18
H 0.13 0.10 0.26
H 0.00 0.00 -0.02
H -0.08 -0.02 0.08
H 0.01 0.13 -0.03
H 0.09 -0.08 -0.09
H -0.09 0.19 -0.34
H -0.01 -0.11 -0.68
H -0.01 -0.04 0.09



No. 7
Density functional theory data (the ωB97M-V functional and the def2-TZVPD basis) for a cluster of 2 separate species, C5H9N3 in total at a distorted geometry.

The highest occupied orbital energy comes out at -8.8 eV. For the energy, the calculation gives -9796.7902 eV. As for the structure (SMILES): [H]/N=N/C#N.C/C=C/C. The energy above the lowest of the compared OMol25 structures with the same formula, charge and spin comes out at 451.2 kJ/mol.

CARTESIAN COORDINATES (ANGSTROEM)
H1 -0.885 -1.349 -2.553
N1 -0.375 -0.452 -2.561
N2 0.450 -0.456 -1.643
C1 1.164 0.731 -1.289
N3 2.118 1.383 -1.483
C2 -1.526 -1.287 0.253
C3 -0.193 -0.661 0.494
C4 0.042 0.703 0.536
C5 1.062 1.312 1.456
H2 -1.957 -1.620 1.201
H3 -2.219 -0.586 -0.212
H4 -1.437 -2.179 -0.372
H5 0.590 -1.325 0.842
H6 -0.798 1.348 0.293
H7 0.603 1.593 2.406
H8 1.469 2.218 1.004
H9 1.893 0.628 1.630

Cartesian forces, eV/Å:
H 0.66 -0.13 -0.03
N 0.06 1.23 0.49
N -0.45 -1.09 -0.24
C 1.25 0.19 -2.17
N -1.06 -0.34 0.64
C 0.17 -0.04 -0.38
C -0.07 1.52 0.85
C -0.95 -1.47 1.53
C 0.31 0.19 -0.58
H 0.05 0.07 0.00
H -0.03 0.00 0.01
H -0.06 -0.02 -0.06
H 0.08 0.02 0.06
H -0.01 0.00 -0.26
H -0.02 -0.13 -0.01
H 0.10 0.02 0.03
H -0.02 0.00 0.11